1.
This record from the Open Molecules 2025 dataset describes a structure of composition C26H22Br2N6O6S2Ta in a non-equilibrium geometry. The level of theory is ωB97M-V/def2-TZVPD.

The geometry in XYZ format:
```
65
Properties=species:S:1:pos:R:3:forces:R:3:mulliken_charge:R:1
Ta 1.3549 -0.3928 -0.3732 0.2 0.4 1.5 2.377
C 3.5133 1.4762 2.9701 0.0 0.1 0.1 -1.694
C 2.3004 0.8192 2.3772 0.0 0.0 0.2 1.051
O 2.5579 -0.0315 1.4319 -0.3 -0.2 -0.7 -0.765
C 1.0489 1.0622 2.8730 -0.1 0.1 0.0 -1.187
C -0.1194 0.3763 2.4296 0.1 -0.1 0.1 0.630
C -1.3699 0.4879 3.2542 0.1 0.0 0.1 -1.467
N -0.1057 -0.3813 1.3631 -0.4 0.1 -0.2 1.420
N -1.2973 -1.1046 1.1608 0.3 0.3 0.2 -0.908
C -1.1397 -1.8819 0.1514 0.3 -0.3 -0.3 0.324
O -0.0095 -1.9511 -0.5121 -0.7 -0.1 0.1 -0.679
C -2.2474 -2.7516 -0.3096 0.1 0.0 0.0 0.609
C -2.0323 -3.6083 -1.3833 -0.1 -0.1 -0.1 -0.168
C -3.0638 -4.4213 -1.8396 0.0 0.1 0.0 -1.045
C -4.3085 -4.3752 -1.2277 0.0 0.0 0.0 -0.395
C -4.5260 -3.5082 -0.1604 0.0 0.0 0.0 -0.722
C -3.5004 -2.6964 0.2972 -0.1 0.0 0.0 -0.431
H 4.2323 1.6905 2.1791 0.0 0.0 0.0 0.341
H 3.9953 0.7985 3.6803 0.0 0.0 -0.1 0.373
H 3.2566 2.3960 3.4968 0.0 0.0 0.0 0.427
H 0.9450 1.7574 3.6949 0.0 0.0 0.0 0.398
H -1.2127 1.1729 4.0866 0.0 0.0 0.0 0.480
H -1.6662 -0.4900 3.6355 0.0 0.0 0.0 0.296
H -2.1967 0.8345 2.6327 0.0 0.0 0.0 0.282
H -1.0627 -3.6219 -1.8651 0.0 0.0 0.0 0.423
H -2.8945 -5.0825 -2.6807 0.0 0.0 0.0 0.429
H -5.1111 -5.0121 -1.5810 0.0 0.0 0.0 0.397
H -5.5008 -3.4617 0.3104 0.0 0.0 0.0 0.415
H -3.6541 -2.0105 1.1215 0.0 0.0 0.0 0.467
Br -1.9806 2.1778 -0.0979 0.1 0.0 0.0 -0.041
C -1.7970 1.1017 -1.6430 0.1 -0.1 0.0 0.169
C -2.7975 1.2285 -2.5981 -0.1 0.1 0.0 -0.873
C -2.7325 0.4434 -3.7293 -0.1 0.0 -0.1 -0.569
C -1.6720 -0.4324 -3.8740 -0.1 0.0 -0.1 -0.692
C -0.7178 -0.4646 -2.8846 0.1 0.1 0.2 0.826
N -0.7659 0.2811 -1.7679 0.1 0.1 0.0 0.259
C 0.4776 -1.3650 -3.0435 0.3 0.2 0.6 -0.039
O 0.4544 -2.2920 -3.8070 0.2 -0.1 -0.2 -0.684
O 1.4958 -0.9970 -2.2867 -0.2 -0.3 -0.5 -0.570
H -3.6036 1.9290 -2.4361 0.0 0.0 0.0 0.477
H -3.5008 0.5173 -4.4885 0.0 0.0 0.0 0.433
H -1.5579 -1.0849 -4.7287 0.0 0.0 0.0 0.548
S 4.6164 0.3760 -1.8245 0.4 0.1 0.1 -0.260
C 3.2901 0.2276 -1.1010 -0.3 -0.3 -0.3 -0.022
Br 2.3623 6.2522 2.5895 0.0 0.0 0.0 -0.190
C 1.9364 5.6452 0.8512 0.0 0.0 0.0 -0.118
C 1.8061 6.5555 -0.1843 -0.1 0.0 -0.3 -0.161
N 1.5021 6.1839 -1.4307 0.0 -0.1 0.2 -0.640
C 1.3355 4.8813 -1.6691 0.1 0.3 0.0 -0.298
C 1.4512 3.9112 -0.6854 -0.1 -0.1 0.2 0.020
C 1.7507 4.3014 0.6081 0.0 -0.1 0.2 0.115
C 1.2842 2.4646 -1.0181 0.2 -0.3 0.1 0.307
O 1.3221 2.0721 -2.1712 -0.1 0.3 0.0 -0.585
O 1.1529 1.6728 0.0227 0.0 -0.2 -0.9 -0.600
H 1.9501 7.6151 -0.0028 0.0 0.0 0.0 0.364
H 1.0981 4.5837 -2.6838 0.0 0.0 0.0 0.501
H 1.8224 3.5618 1.3958 0.0 0.0 0.0 0.265
N 1.2866 -4.4473 1.3344 0.0 -0.1 0.0 -0.380
C 1.9662 -3.3007 1.3632 -0.1 0.0 -0.2 0.702
N 2.0313 -2.6349 2.5146 0.0 0.0 0.0 -0.329
S 2.7334 -2.7540 -0.0650 0.0 0.3 0.3 -0.412
H 0.8242 -4.8251 2.1437 0.0 0.0 0.0 0.197
H 1.1910 -4.9155 0.4498 0.0 0.0 0.0 0.237
H 1.4202 -2.8722 3.2786 0.0 0.0 0.0 0.246
H 2.3785 -1.6862 2.4559 0.1 0.1 0.0 0.122
```
Forces are in eV/Å.

Results
HOMO level (spin up / spin down) = -6.41 / -8.01 eV
2S+1 = 2
Charge = 0
E_tot = -7785.5666 a.u.
Energy relative to the best compared isomer or geometry (same formula, charge and spin) = 12.49 kcal per mole
Max |F| = 0.030 hartree/bohr
LUMO (spin up / spin down) = -0.3 / -0.5 eV
⟨S²⟩ = 0.756

=====

2.
This record from the Open Molecules 2025 dataset describes a structure of composition C26H22ClP2PdS2. The level of theory is ωB97M-V/def2-TZVPD.

The geometry in XYZ format:
```
54
Properties=species:S:1:pos:R:3:forces:R:3:mulliken_charge:R:1
Pd -0.4046 0.0103 -0.2564 -0.1 -0.4 0.1 -0.694
S 1.2225 1.6888 0.2144 0.1 0.1 0.0 -0.652
P 2.1260 0.2199 1.3276 -0.1 -0.2 0.0 1.863
C 1.0128 -0.9690 0.9127 0.2 0.1 0.0 -0.876
P 0.4903 -2.5599 1.0208 0.0 0.0 0.0 1.351
S -1.2133 -2.2074 -0.0517 0.1 -0.1 0.1 -0.507
C 0.1620 -3.1511 2.6848 0.0 0.0 0.0 0.373
C 1.2077 -3.7315 3.4043 0.0 0.0 0.0 -0.172
C 1.0365 -4.0345 4.7456 0.0 0.0 0.0 -0.801
C -0.1795 -3.7760 5.3642 0.0 0.0 0.0 -0.455
C -1.2254 -3.2110 4.6466 0.0 0.0 0.0 -0.666
C -1.0555 -2.8903 3.3088 0.0 0.0 0.0 -0.418
C 1.5290 -3.8083 0.2665 0.0 0.0 0.1 0.323
C 1.1314 -5.1444 0.3247 0.0 0.0 0.0 -0.373
C 1.9173 -6.1181 -0.2647 0.0 0.0 0.0 -0.689
C 3.1059 -5.7625 -0.8944 0.0 0.0 0.0 -0.451
C 3.5033 -4.4354 -0.9464 0.0 0.0 0.0 -0.677
C 2.7116 -3.4514 -0.3699 0.0 0.0 -0.1 0.004
C 3.8158 -0.0869 0.8039 0.0 0.0 -0.1 0.353
C 4.6880 -0.7563 1.6625 0.0 0.0 0.0 -0.146
C 5.9336 -1.1571 1.2048 0.0 0.0 0.0 -0.830
C 6.3139 -0.8821 -0.1016 0.0 0.0 0.0 -0.441
C 5.4473 -0.2160 -0.9590 0.0 0.0 0.0 -0.730
C 4.1959 0.1749 -0.5118 0.0 0.0 0.0 -0.358
C 2.2166 0.6554 3.0639 0.0 0.0 0.0 0.497
C 3.1955 1.5414 3.5166 0.0 0.0 0.0 -0.407
C 3.2230 1.9107 4.8497 0.0 0.0 0.0 -0.712
C 2.2850 1.3893 5.7339 0.0 0.0 0.0 -0.448
C 1.3150 0.5048 5.2865 0.0 0.0 0.0 -0.745
C 1.2746 0.1404 3.9487 0.0 0.0 0.0 -0.203
H 2.1504 -3.9512 2.9172 0.0 0.0 0.0 0.426
H 1.8468 -4.4819 5.3053 0.0 0.0 0.0 0.436
H -0.3154 -4.0247 6.4084 0.0 0.0 0.0 0.433
H -2.1755 -3.0234 5.1288 0.0 0.0 0.0 0.426
H -1.8645 -2.4411 2.7458 0.0 0.0 0.0 0.420
H 0.2143 -5.4235 0.8313 0.0 0.0 0.0 0.407
H 1.6115 -7.1548 -0.2275 0.0 0.0 0.0 0.402
H 3.7234 -6.5282 -1.3450 0.0 0.0 0.0 0.398
H 4.4290 -4.1624 -1.4352 0.0 0.0 0.0 0.447
H 3.0085 -2.4102 -0.4206 0.0 0.0 0.0 0.313
H 4.3973 -0.9642 2.6853 0.0 0.0 0.0 0.453
H 6.6088 -1.6786 1.8695 0.0 0.0 0.0 0.431
H 7.2931 -1.1810 -0.4513 0.0 0.0 0.0 0.432
H 5.7475 -0.0021 -1.9759 0.0 0.0 0.0 0.427
H 3.5119 0.6844 -1.1792 0.0 0.0 0.0 0.407
H 3.9362 1.9382 2.8321 0.0 0.0 0.0 0.430
H 3.9773 2.6005 5.2030 0.0 0.0 0.0 0.405
H 2.3152 1.6740 6.7773 0.0 0.0 0.0 0.404
H 0.5889 0.0971 5.9771 0.0 0.0 0.0 0.447
H 0.5167 -0.5444 3.5898 0.0 0.0 0.0 0.444
Cl -2.2880 0.5749 -1.5739 -0.1 0.3 -0.1 -0.034
C -1.0394 1.7080 -1.1797 0.1 0.1 0.0 -0.475
H -1.3561 2.4853 -0.4972 -0.1 0.0 0.0 0.408
H -0.4390 1.9965 -2.0322 0.0 0.0 0.0 0.402
```
Forces are in eV/Å.

Results
HOMO level = -10.99 eV
Charge = +1
E_tot = -3070.8896 a.u.
Energy relative to the best compared isomer or geometry (same formula, charge and spin) = 11.17 kcal per mole
Max |F| = 0.009 hartree/bohr
LUMO = -4.4 eV

=====

3.
This record from the Open Molecules 2025 dataset describes a structure of composition C26H22CrN7O2S in a non-equilibrium geometry. The level of theory is ωB97M-V/def2-TZVPD.

The geometry in XYZ format:
```
59
Properties=species:S:1:pos:R:3:forces:R:3:mulliken_charge:R:1
Cr -1.7012 -0.9128 -0.2350 0.8 -0.9 0.2 -0.177
N 1.3360 -3.9327 0.6190 -0.8 -0.8 0.2 0.114
C 0.4560 -3.1739 -0.0194 -0.1 0.5 1.2 -0.603
N -0.3888 -2.3845 0.6156 -0.9 0.0 0.5 0.117
C -0.4890 -2.3957 2.0306 -1.6 1.0 -0.3 0.523
N -1.4764 -1.6971 2.6078 1.5 -0.8 -0.3 -1.445
N -2.1147 -0.9061 1.7059 -0.8 0.7 -0.2 1.073
C -3.0497 -0.0621 2.0324 0.8 -0.7 1.2 -0.477
C -3.5796 0.8087 1.0027 0.4 -0.7 -1.4 0.770
C -4.3793 1.8893 1.2216 0.3 1.2 2.1 -0.624
C -4.6733 2.7962 0.2176 -0.4 -2.2 -0.6 -0.486
C -4.4025 2.3973 -1.0708 -0.2 0.9 -0.9 -0.619
C -3.6449 1.2520 -1.2692 0.3 -0.7 -0.6 -0.070
N -3.1896 0.4829 -0.2740 -0.4 0.8 0.4 0.375
C 0.4512 -3.2109 2.7698 -0.6 0.9 0.5 0.694
C 0.6165 -3.1374 4.1698 -0.3 -0.3 0.2 -0.630
C 1.6180 -3.8738 4.7763 -0.6 0.7 0.5 -0.601
C 2.4655 -4.6698 4.0308 0.2 -0.6 0.5 -0.548
C 2.2333 -4.8150 2.6751 1.4 -0.2 0.2 -0.810
C 1.2903 -4.0322 2.0396 0.9 0.1 -0.7 0.476
H 1.9162 -4.6327 0.1435 -0.4 0.7 0.0 0.355
H 0.3409 -3.1088 -1.0790 0.8 -0.5 -0.6 0.455
H -3.3847 0.0648 3.0690 0.2 -0.2 -0.3 0.396
H -4.6508 2.1726 2.2511 0.1 -0.5 -0.5 0.349
H -5.3321 3.5716 0.4452 -0.6 1.5 0.2 0.491
H -4.7929 2.9852 -1.9264 0.5 -0.6 0.6 0.381
H -3.4086 0.8850 -2.2714 0.0 0.3 0.3 0.388
H -0.0341 -2.5271 4.8006 0.1 -0.1 -0.5 0.456
H 1.7488 -3.8101 5.8562 0.0 0.1 -0.3 0.413
H 3.2938 -5.1426 4.6017 -0.6 0.0 -1.0 0.379
H 2.9382 -5.4177 2.1147 -0.2 0.0 -0.2 0.365
C 2.8968 5.7001 -1.4281 -0.8 -0.4 -0.4 -1.431
C 2.4596 4.3380 -1.0565 -0.5 -0.2 0.6 1.076
C 1.4108 4.1771 -0.1221 0.5 -0.5 -0.1 -0.993
C 1.0476 2.8940 0.2410 0.2 -0.5 0.5 -0.692
C 1.8073 1.7983 -0.2373 -1.0 1.9 0.3 -0.156
C 2.8520 2.0003 -1.1269 0.3 -2.1 -0.2 -0.149
C 3.1686 3.2390 -1.5712 -0.2 1.8 0.5 -0.953
S 1.1936 0.2776 0.2116 0.1 -2.3 1.6 1.735
O 2.1896 -0.7579 -0.1093 -1.3 1.3 0.6 -0.747
O 0.4948 0.3113 1.5153 1.8 0.1 -1.6 -0.801
N -0.1187 0.0592 -0.7367 -1.2 -0.2 -1.1 0.418
C -0.1576 -0.4273 -2.0379 0.5 0.7 0.1 0.401
C 0.8030 -0.3158 -3.0124 0.4 -0.3 -1.1 -0.314
C 0.5427 -0.8482 -4.2851 0.8 1.3 1.4 -0.610
C -0.6999 -1.3908 -4.4882 -1.3 -1.2 -2.0 -0.572
C -1.6474 -1.4660 -3.4944 1.0 -0.3 1.1 -0.754
N -1.3378 -1.0139 -2.2648 -0.4 -0.2 0.4 0.308
H 2.0769 6.3892 -1.2879 -0.1 0.4 -0.1 0.394
H 3.1983 5.6522 -2.4674 0.4 0.6 -0.1 0.419
H 3.6800 5.9539 -0.7508 0.9 0.5 0.2 0.323
H 0.9588 5.0247 0.4054 0.1 -0.2 -0.6 0.364
H 0.2380 2.7024 0.9687 0.6 0.2 -0.5 0.403
H 3.4134 1.1377 -1.4847 0.0 0.1 0.2 0.562
H 4.0269 3.4690 -2.2020 -0.3 -0.4 0.0 0.423
H 1.7041 0.2025 -2.7678 0.5 0.1 -0.1 0.419
H 1.3033 -0.7482 -5.0670 -0.5 -0.2 0.2 0.476
H -0.9459 -1.8113 -5.4762 0.1 0.3 0.6 0.388
H -2.5709 -2.0096 -3.5188 -0.4 0.0 -0.6 0.584
```
Forces are in eV/Å.

Results
HOMO level (spin up / spin down) = -13.94 / -13.98 eV
2S+1 = 4
Charge = +2
E_tot = -2979.9278 a.u.
Energy relative to the best compared isomer or geometry (same formula, charge and spin) = 0.00 kcal per mole
Max |F| = 0.054 hartree/bohr
LUMO (spin up / spin down) = -7.5 / -7.2 eV
⟨S²⟩ = 3.794

=====

4.
This record from the Open Molecules 2025 dataset describes a structure of composition C26H23AsF6InO5PS4Sb. The level of theory is ωB97M-V/def2-TZVPD.

The geometry in XYZ format:
```
68
Properties=species:S:1:pos:R:3:forces:R:3:mulliken_charge:R:1
In 1.3308 -2.5846 0.7470 -0.8 0.3 -0.4 1.833
O -0.0460 -5.3044 -2.1591 0.1 0.1 0.3 -0.776
C -0.0759 -4.6038 -1.1554 0.3 -0.1 -0.1 -0.097
O 0.9778 -4.2724 -0.4626 -0.1 -0.2 0.0 -0.615
C -1.4410 -4.1578 -0.6342 0.1 0.3 0.0 0.124
C -1.5719 -4.2993 0.8873 -0.3 0.0 -0.1 -0.026
C -3.0574 -4.2503 1.2771 0.0 0.2 0.0 -0.922
C -3.3588 -2.7282 1.1524 0.2 -0.2 0.0 -0.855
C -2.0170 -2.2010 0.6426 -0.2 -0.2 -0.1 0.820
O -1.0823 -3.0323 1.3731 0.1 -0.1 -0.3 -0.253
C -1.7927 -2.6355 -0.8197 0.2 -0.1 0.2 0.214
C -0.7537 -1.7276 -1.4815 0.2 0.2 -0.2 -0.405
O -1.0584 -1.1634 -2.5309 0.2 -0.2 0.2 -0.807
O 0.3444 -1.5001 -0.8316 -0.1 -0.3 -0.2 0.001
H -2.1591 -4.7835 -1.1527 -0.1 0.0 -0.1 0.441
H -1.0039 -5.1145 1.3245 0.1 0.0 0.0 0.645
H -3.6616 -4.8615 0.6048 0.0 0.0 0.0 0.375
H -3.1989 -4.6012 2.3000 0.0 0.0 0.0 0.315
H -4.1725 -2.4967 0.4645 0.0 0.0 0.0 0.412
H -3.5586 -2.2934 2.1292 -0.1 0.0 0.0 0.273
H -1.8265 -1.1536 0.8440 0.2 0.1 0.1 -0.768
H -2.6960 -2.5151 -1.4104 -0.1 -0.1 0.0 0.549
S -2.0911 -0.9528 4.3261 -0.1 -0.1 0.0 -0.732
Sb 0.1459 -1.3742 4.2570 0.1 0.3 0.1 0.406
S 1.7518 -4.2976 2.6626 0.0 -0.2 0.2 -0.014
S 0.9917 -0.5812 2.1451 0.1 -0.3 0.2 -0.339
S 0.3270 -3.9668 3.9870 0.1 0.0 -0.1 -0.234
C -2.0210 5.5596 -2.9497 0.0 -0.1 0.0 -0.384
C -2.9053 4.8404 -2.1514 0.1 0.0 0.0 -0.645
C -2.4995 3.6491 -1.5670 0.1 0.0 0.0 -0.386
C -1.2057 3.1529 -1.7493 -0.1 0.0 0.0 -0.248
C -0.3362 3.8749 -2.5629 -0.1 0.0 0.0 0.146
C -0.7401 5.0684 -3.1584 -0.1 -0.1 0.0 -0.666
As -0.7540 1.4945 -0.7430 0.0 0.5 0.3 0.065
C 1.1504 1.4365 -1.1584 0.1 0.0 0.0 0.711
C 1.5100 1.0698 -2.4562 0.0 0.0 0.1 -0.406
C 2.8466 0.9574 -2.8097 0.0 0.0 0.1 -0.782
C 3.8409 1.1799 -1.8631 0.0 0.0 0.0 -0.372
C 3.4903 1.5037 -0.5612 -0.1 0.0 -0.1 -0.749
C 2.1497 1.6369 -0.2099 0.0 0.0 -0.1 -0.219
C -0.7079 2.4851 0.9712 0.0 0.0 0.0 0.289
C -1.3791 1.9352 2.0597 0.0 0.0 -0.1 -0.274
C -1.3929 2.5780 3.2943 0.0 0.1 0.0 -0.624
C -0.7530 3.8009 3.4428 0.0 -0.1 -0.1 -0.452
C -0.0916 4.3715 2.3574 0.0 -0.1 0.0 -0.686
C -0.0642 3.7135 1.1353 -0.1 0.0 0.0 -0.150
H -2.3301 6.4936 -3.4046 0.0 0.0 0.0 0.338
H -3.9124 5.2087 -1.9903 0.0 0.0 0.0 0.362
H -3.1922 3.0933 -0.9427 0.0 0.0 0.0 0.343
H 0.6684 3.5105 -2.7294 0.1 0.0 0.0 0.322
H -0.0477 5.6153 -3.7876 0.0 0.0 0.0 0.379
H 0.7321 0.8241 -3.1706 0.0 0.0 0.0 0.409
H 3.1153 0.6603 -3.8167 0.0 0.0 0.0 0.363
H 4.8846 1.0532 -2.1280 -0.1 0.0 0.0 0.285
H 4.2567 1.6246 0.1943 0.0 0.0 0.0 0.351
H 1.8868 1.8649 0.8138 0.0 0.0 0.0 0.403
H -1.8820 0.9795 1.9651 0.1 0.0 0.1 0.137
H -1.8891 2.1012 4.1322 0.0 0.0 -0.1 0.443
H -0.7630 4.3062 4.4020 0.0 0.0 0.0 0.361
H 0.4062 5.3287 2.4669 0.0 0.0 0.0 0.363
H 0.4629 4.1597 0.2993 0.0 0.0 0.0 0.431
F 3.9552 -3.6549 0.9357 0.0 -0.1 0.1 -0.407
P 4.6334 -2.5239 -0.0286 0.3 0.0 0.1 1.399
F 5.3682 -3.6778 -0.8599 0.0 0.0 -0.1 -0.396
F 5.2501 -1.3944 -0.9840 0.0 0.0 0.0 -0.348
F 3.3081 -2.6305 -0.9788 -0.2 0.0 -0.1 -0.469
F 3.8232 -1.3985 0.8264 0.0 0.2 0.1 -0.395
F 5.8815 -2.3996 0.9785 0.0 0.0 0.0 -0.405
```
Forces are in eV/Å.

Results
HOMO level (spin up / spin down) = -2.68 / -2.68 eV
2S+1 = 2
Charge = -2
E_tot = -6580.7181 a.u.
Max |F| = 0.019 hartree/bohr
LUMO (spin up / spin down) = 4.2 / 2.6 eV
⟨S²⟩ = 0.758